Entry 1:
ORCA calculation (ωB97M-V with the def2-TZVPD basis set) on one molecule with the formula C3H7N5O.

SMILES: [H]/N=C1/OC/C(=N\N)N1N
E_LUMO in eV: 0.71
Kohn-Sham gap in eV: 9.52

```
16
Properties=species:S:1:pos:R:3:forces:R:3:nbo_charge:R:1
C -0.094833 -1.546992 -0.004818 0.647 1.321 4.864 -0.1451
H 3.688160 0.628330 0.004553 -1.237 -0.173 -0.813 0.3982
O 1.426879 -1.572632 0.096606 -3.403 -0.499 -0.138 -0.4800
H -2.857611 -0.182419 0.988657 1.393 -0.689 -0.699 0.3437
N 0.780952 1.881103 0.235741 0.739 0.671 -5.434 -0.6500
N -2.612574 -0.395433 -0.023248 -6.235 0.162 1.355 -0.6662
H -3.538364 0.154534 -0.277669 2.199 -1.516 -0.550 0.3484
H -0.291437 -2.024771 -0.843915 -1.317 -3.610 -3.223 0.2046
H 0.066624 2.161733 0.900374 -0.469 -1.060 -0.134 0.3699
N 0.745285 0.478442 -0.254074 -1.640 4.548 0.863 -0.3190
C 1.883808 -0.308039 -0.124467 -3.098 -1.024 0.538 0.6976
H 0.547291 2.451378 -0.734478 0.731 -1.482 3.543 0.3631
H -0.726710 -1.800119 1.005030 2.111 -0.145 -2.548 0.2258
N -1.587932 0.391179 -0.405223 -0.417 3.758 -0.527 -0.3528
N 3.070807 -0.159958 -0.212274 4.622 1.044 0.802 -0.7388
C -0.500351 -0.156343 -0.350793 5.371 -1.305 2.101 0.4005
```
Positions in Å, forces in eV/Å.



Entry 2:
ORCA calculation (ωB97M-V with the def2-TZVPD basis set) on an isolated ion of composition C3H7N5O and charge +2.

SMILES: NC(=[NH2+])[C@]1(O)N=NC=[NH+]1
Total charge: +2
E_LUMO in eV: -10.82
Kohn-Sham gap in eV: 8.17

```
16
Properties=species:S:1:pos:R:3:forces:R:3:nbo_charge:R:1
C -0.501416 2.189394 0.978502 1.071 0.686 2.175 0.3903
H 0.987963 -0.719413 -2.684538 -0.483 0.504 0.730 0.4508
C -0.292474 -0.108736 0.459991 -1.782 2.352 0.297 0.4227
C 0.426550 -0.746527 -0.764682 -0.825 -0.001 -0.287 0.5075
O -0.494776 -1.062298 1.342277 0.006 -1.446 0.428 -0.6681
H -0.372275 3.276114 1.472992 -0.137 -2.633 -1.294 0.3401
H 1.159390 -2.588041 -1.343619 0.176 0.263 -0.869 0.4523
N -1.700906 0.671577 -0.100661 1.466 -1.194 0.551 0.0637
H 0.284275 0.802266 -2.347231 0.307 -1.676 1.777 0.4858
N 0.547823 -0.151325 -1.930711 0.624 1.093 -1.990 -0.7095
H -0.878810 -0.953352 2.236317 -0.095 0.613 -0.620 0.5661
N 0.711732 -2.016817 -0.649983 -0.264 -1.731 2.230 -0.6809
H 1.104860 1.089434 1.745560 -0.845 0.330 -0.731 0.4959
N 0.243593 1.145113 1.148168 1.429 0.295 -0.331 -0.4742
N -1.675569 1.829111 0.270376 -1.033 0.599 -0.981 -0.1275
H 0.450041 -2.656501 0.167243 0.385 1.944 -1.083 0.4851
```
Positions in Å, forces in eV/Å.



Entry 3:
ORCA calculation (ωB97M-V with the def2-TZVPD basis set) on a 2-piece molecular cluster, C3H7N5O2 overall.

SMILES: CNC(=O)n1cnnn1.O
E_LUMO in eV: -0.10
Kohn-Sham gap in eV: 10.48

```
17
Properties=species:S:1:pos:R:3:forces:R:3:nbo_charge:R:1
H -3.133490 -3.754898 0.364282 -0.112 0.163 -0.342 0.2364
C -1.194081 -2.400924 -1.287918 0.708 -1.918 3.138 0.8628
H 0.208480 0.054035 0.536794 -0.124 -0.267 0.001 0.2196
O -0.654786 -3.480299 -1.126542 -1.176 2.233 -0.317 -0.4855
H 0.149624 -1.691364 0.922083 -0.097 0.245 -0.092 0.2220
N -4.598958 -1.619531 -1.492567 -0.121 -0.320 -0.448 -0.0502
H -1.347817 -0.703019 0.987312 0.189 -0.004 0.144 0.1852
N -2.649980 -2.336328 -1.181607 0.020 -0.581 -1.006 -0.2849
H -0.882862 -1.798098 -3.874485 0.026 0.287 -0.246 0.4707
H 0.087885 -1.183072 -2.628828 -0.562 -3.922 -3.298 0.4882
C -3.465728 -3.016756 -0.358919 -0.158 -0.239 0.059 0.1666
N -3.393441 -1.489634 -1.898069 0.158 0.687 0.124 -0.0773
C -0.394244 -0.857354 0.465610 -0.093 -0.277 0.224 -0.4024
O -0.116118 -2.061664 -3.354871 0.738 3.716 2.504 -0.9389
N -4.688906 -2.584680 -0.556471 0.235 0.017 0.518 -0.2867
N -0.631791 -1.149054 -0.943181 1.013 0.621 -1.342 -0.7237
H -0.976325 -0.336215 -1.450844 -0.646 -0.441 0.380 0.3982
```
Positions in Å, forces in eV/Å.



Entry 4:
ORCA calculation (ωB97M-V with the def2-TZVPD basis set) on C3H7N5O3 as an isolated structure.

Total charge: +2
E_LUMO (alpha / beta) in eV: -10.21 / -9.72
Kohn-Sham gap (alpha / beta) in eV: 7.76 / 8.75

```
18
Properties=species:S:1:pos:R:3:forces:R:3:nbo_charge:R:1
C 0.218307 -0.699827 -0.192497 -2.789 -1.343 2.059 0.7023
N -0.871257 -0.432329 0.765944 1.286 -0.910 -0.736 -0.6381
O -5.499962 -0.128404 0.590548 0.877 0.317 0.450 -0.3221
H 0.157000 2.034701 0.526500 -2.642 -0.010 1.618 0.4194
N 0.808615 -1.879543 -0.069202 0.706 -0.425 0.653 -0.7267
H 0.835230 -2.643407 0.659519 -1.216 1.895 -0.072 0.4874
N -3.254956 0.670510 2.531282 2.030 0.490 -0.879 0.4267
C -4.629246 0.203718 1.271377 -1.253 -1.223 -0.694 0.9281
H 1.019558 0.101828 -1.809164 1.179 0.127 -1.471 0.4491
C -1.285641 0.724193 1.274873 -1.649 -0.676 1.033 0.4767
H -1.320503 -1.258213 1.166244 0.210 0.120 -0.200 0.4579
O -3.632473 -0.495738 2.066627 -0.883 -1.181 0.030 -0.3011
N -0.813566 1.882289 1.057934 4.511 -0.940 -3.075 -0.7238
H -1.162279 2.621165 1.559698 -0.935 2.427 1.314 0.4467
H 1.595443 -2.165309 -0.611441 0.506 0.513 -1.443 0.4513
O -4.122909 1.375890 1.773790 0.031 1.193 0.329 -0.2795
N 0.278804 0.164053 -1.174848 1.331 -1.863 1.452 -0.6890
H -0.334966 0.913999 -1.197301 -1.301 1.491 -0.368 0.4345
```
Positions in Å, forces in eV/Å.



Entry 5:
ORCA calculation (ωB97M-V with the def2-TZVPD basis set) on an isolated ion of composition C3H7N6 and charge +1.

2S+1: 3
<S²>: 2.036
Total charge: +1
E_LUMO (alpha / beta) in eV: -3.24 / -8.88
Kohn-Sham gap (alpha / beta) in eV: 6.81 / 5.08

```
16
Properties=species:S:1:pos:R:3:forces:R:3:nbo_charge:R:1
H 3.150797 -1.582634 -0.203080 0.390 -0.374 -0.066 0.4387
H -2.939732 1.393810 -0.121730 -0.158 1.919 -0.254 0.3813
C -1.579710 -0.131612 0.076473 -1.804 0.868 -1.085 0.5127
N 2.854339 0.337193 0.330957 -1.771 3.211 1.538 -0.0720
H -0.721009 -1.826970 0.571951 1.769 -0.738 0.071 0.3690
H -3.468194 0.024994 0.628911 -0.009 -0.031 -0.496 0.4284
N 2.516601 -0.819087 -0.182646 0.093 -0.233 -0.683 -0.3843
H 1.606685 2.014821 0.737071 0.002 2.877 1.109 0.2278
C 1.196076 -0.794608 -0.560881 1.978 -5.820 -1.808 0.0214
N 0.721301 0.401190 -0.281214 -2.351 5.928 1.377 -0.1574
N -1.528171 -1.283488 0.576002 -0.883 0.235 0.469 -0.5296
N -0.567917 0.729052 -0.506557 0.766 -3.539 1.488 -0.2063
H -0.882655 1.651605 -0.435032 0.462 2.197 -0.155 0.4197
N -2.837701 0.428702 -0.061909 0.490 -1.662 0.734 -0.7813
C 1.742900 1.095639 0.347308 2.331 -3.478 -1.414 0.1046
H 0.736390 -1.638600 -0.915623 -1.304 -1.359 -0.827 0.2273
```
Positions in Å, forces in eV/Å.



Entry 6:
ORCA calculation (ωB97M-V with the def2-TZVPD basis set) on one molecule with the formula C3H7NO.

SMILES: N[C@@H]1C[C@H]1O
E_LUMO in eV: 0.70
Kohn-Sham gap in eV: 9.59

```
12
Properties=species:S:1:pos:R:3:forces:R:3:nbo_charge:R:1
H -1.553817 1.223531 -1.453014 -0.929 0.540 -0.804 0.3589
C -0.490692 0.021189 -0.375352 2.623 -2.138 0.676 -0.1050
O 1.641235 -1.402704 0.324463 2.507 2.773 -1.626 -0.7205
H -0.810225 0.677625 1.742746 -0.095 -0.612 -0.832 0.2163
H -0.747181 -0.907627 -0.802533 0.003 -1.294 -1.043 0.1704
H 1.177444 0.816847 0.824053 0.351 -1.951 -0.402 0.1825
C 0.779749 -0.218269 0.551639 -1.509 0.895 -1.536 0.0674
H 2.580768 -1.124538 -0.290126 -4.589 -0.823 2.784 0.4757
C -0.723586 -0.190604 1.040807 0.632 -0.552 4.373 -0.4254
H -0.005721 1.075559 -1.961191 1.108 -0.130 -1.798 0.3658
N -0.602818 1.131287 -1.203220 -1.125 1.527 2.286 -0.8210
H -1.245156 -1.102297 1.601728 1.022 1.763 -2.079 0.2348
```
Positions in Å, forces in eV/Å.



Entry 7:
ORCA calculation (ωB97M-V with the def2-TZVPD basis set) on a 2-piece molecular cluster, C3H7NO overall.

SMILES: O=C[C@H]1CN1.[H][H]
E_LUMO in eV: 0.91
Kohn-Sham gap in eV: 10.76

```
12
Properties=species:S:1:pos:R:3:forces:R:3:nbo_charge:R:1
N 0.657925 -0.966515 -0.314555 0.144 -0.192 -0.064 -0.5462
H -0.379353 -0.437266 2.514678 0.044 -0.017 0.087 0.0256
C -0.085859 0.086271 -1.012096 -0.156 0.101 -0.158 -0.2240
C 1.072013 0.406483 -0.128649 0.163 0.215 0.124 -0.2284
H 0.862601 0.811004 0.858551 -0.003 -0.064 -0.167 0.2180
H -2.199345 0.693462 -1.261891 0.057 -0.036 0.073 0.1098
H 1.982144 0.763562 -0.607075 -0.157 -0.083 0.061 0.1973
H 0.014544 -0.438807 3.147684 -0.015 -0.006 -0.027 -0.0319
O -1.792457 0.207327 0.650690 0.114 0.066 -0.525 -0.5082
H 1.269032 -1.444770 -0.971241 -0.074 0.053 0.071 0.3565
C -1.468407 0.341044 -0.504606 -0.090 -0.002 0.344 0.4292
H 0.050925 0.202163 -2.086296 -0.026 -0.036 0.179 0.2024
```
Positions in Å, forces in eV/Å.



Entry 8:
ORCA calculation (ωB97M-V with the def2-TZVPD basis set) on a 2-piece molecular cluster, C3H7NO overall.

E_LUMO (alpha / beta) in eV: -1.08 / -1.08
Kohn-Sham gap (alpha / beta) in eV: 6.53 / 6.53

```
12
Properties=species:S:1:pos:R:3:forces:R:3:nbo_charge:R:1
H -0.621269 1.478086 -0.854723 -1.527 0.511 0.290 0.1868
H 1.822647 0.259948 2.885983 -0.669 0.273 -0.141 0.1236
C 1.102031 0.198169 2.017273 -0.172 -0.796 -0.564 0.1629
H -1.594233 -0.531035 -0.578972 -1.383 0.369 0.727 0.1880
H -0.194636 0.756588 -2.468376 -1.037 0.367 -2.182 0.2116
C -0.667200 -0.949684 -0.262391 0.532 -0.595 -0.727 -0.4503
N 0.319891 -0.408546 -0.994631 0.601 -0.215 2.050 -0.2328
O 0.066249 -0.405569 2.255918 0.600 -0.130 -0.630 -0.5384
C 0.042812 0.949735 -1.479288 0.624 -2.174 1.702 -0.4569
H 0.926114 1.493055 -1.438283 1.855 0.861 -0.206 0.2171
H -0.707954 -2.047421 -0.074718 0.457 0.392 -0.690 0.2234
H -0.494453 -0.793326 0.992209 0.117 1.138 0.372 0.3651
```
Positions in Å, forces in eV/Å.



Entry 9:
ORCA calculation (ωB97M-V with the def2-TZVPD basis set) on one molecule with the formula C3H7NO.

SMILES: [H]/N=C/COC
E_LUMO in eV: 1.00
Kohn-Sham gap in eV: 10.81

```
12
Properties=species:S:1:pos:R:3:forces:R:3:nbo_charge:R:1
H -1.278141 -1.662592 -0.574771 -0.017 -0.056 0.025 0.1563
C 1.287620 0.508405 0.337780 -0.659 0.389 2.125 0.0976
H 0.737594 -0.597435 -1.410462 -0.070 -0.019 -0.026 0.1848
C 0.457583 0.333164 -0.906938 -1.931 0.316 0.791 -0.1354
H 0.667319 1.181804 -1.564838 -0.055 -0.181 -0.101 0.2148
O -0.998024 0.392710 -0.665764 1.691 0.113 -0.594 -0.5300
N 0.776048 0.890632 1.465908 0.770 -0.829 -1.671 -0.6036
H -1.275053 -0.813057 1.002109 0.036 -0.067 -0.048 0.1819
H 2.361203 0.274433 0.258456 -0.232 0.026 -0.220 0.1552
H 1.492945 0.889069 2.198940 -0.086 0.154 -0.300 0.3363
C -1.569863 -0.746755 -0.049133 0.317 0.022 0.144 -0.2507
H -2.659230 -0.650379 -0.091287 0.236 0.132 -0.125 0.1928
```
Positions in Å, forces in eV/Å.



Entry 10:
ORCA calculation (ωB97M-V with the def2-TZVPD basis set) on one molecule with the formula C3H7NO.

SMILES: [H]/N=C/OCC
E_LUMO in eV: 0.98
Kohn-Sham gap in eV: 10.60

```
12
Properties=species:S:1:pos:R:3:forces:R:3:nbo_charge:R:1
H -3.320586 0.990196 -0.215600 1.337 -0.806 0.671 0.3409
N -2.581903 0.512977 0.367714 -4.161 1.991 1.556 -0.6898
O -0.713613 -0.615847 0.395937 3.712 -0.613 -0.795 -0.5567
C 0.864917 -0.662133 -0.204166 -4.623 -0.151 -0.683 -0.0300
H 0.646518 -0.462523 -1.326986 0.869 -0.369 1.896 0.1926
C 1.730272 0.333245 0.555561 -1.538 -2.194 -4.150 -0.6397
H 2.615635 -0.062600 0.105300 1.654 1.099 0.340 0.2263
H 1.352231 1.295582 0.416061 0.270 1.750 -0.746 0.2253
H -1.615891 0.246655 -1.346760 0.961 -0.519 -0.007 0.1148
H 1.566052 0.089073 1.502395 0.154 -1.057 4.324 0.2227
C -1.633397 0.071678 -0.258514 1.422 -0.208 -2.067 0.3881
H 1.089765 -1.736307 0.009058 -0.057 1.079 -0.341 0.2055
```
Positions in Å, forces in eV/Å.



Entry 11:
ORCA calculation (ωB97M-V with the def2-TZVPD basis set) on a 2-piece molecular cluster, C3H7NO overall.

SMILES: NC=O.C=C
E_LUMO in eV: 0.77
Kohn-Sham gap in eV: 10.83

```
12
Properties=species:S:1:pos:R:3:forces:R:3:nbo_charge:R:1
C 2.262368 -1.719404 0.625854 0.488 0.203 -0.715 -0.3971
H -2.657483 0.547501 -0.793355 -0.124 0.219 -0.045 0.3910
C -2.046877 2.298651 0.108803 -0.058 -0.121 -0.347 0.5281
N -2.290812 0.964869 0.043545 0.043 -0.494 0.061 -0.8244
O -1.420259 2.866016 0.967215 -0.031 -0.045 0.150 -0.5894
H 3.050852 -2.415184 0.882235 0.229 0.451 0.540 0.1971
H 2.632388 -1.963643 -1.452428 -0.276 -0.590 0.169 0.1915
C 1.987638 -1.591972 -0.661512 -0.448 0.112 -0.513 -0.3781
H 1.811794 -1.023481 1.319311 -0.357 -0.685 0.495 0.2033
H -2.513272 2.815734 -0.747127 0.050 0.175 0.031 0.0977
H -1.897267 0.317844 0.707814 0.126 0.253 0.151 0.3972
H 1.080925 -1.096929 -1.000359 0.357 0.521 0.023 0.1830
```
Positions in Å, forces in eV/Å.



Entry 12:
ORCA calculation (ωB97M-V with the def2-TZVPD basis set) on a 2-piece molecular cluster, C3H7NO overall.

E_LUMO (alpha / beta) in eV: 0.67 / 0.22
Kohn-Sham gap (alpha / beta) in eV: 8.42 / 8.03

```
12
Properties=species:S:1:pos:R:3:forces:R:3:nbo_charge:R:1
H -0.336805 -0.903579 1.170947 -0.067 -1.060 -0.289 0.2291
N 1.380649 0.957638 0.648881 -0.163 -0.152 -0.257 -0.8560
O 2.128834 1.177640 -1.564548 0.738 -0.112 0.111 -0.5311
C 1.365990 0.964687 -0.690722 -0.961 -0.533 -1.184 0.6362
H -0.554458 -1.347776 -1.591727 -0.274 0.211 1.032 0.1787
H -1.843229 -0.338229 1.097023 -1.474 1.080 0.183 0.2099
H -0.956097 0.350880 -1.362492 -0.685 -0.114 0.903 0.1921
H 0.538082 1.401405 0.917126 -0.995 -0.012 0.939 0.3963
H -1.716169 -1.973853 0.551512 0.118 -0.691 0.364 0.2254
C -0.922146 -0.611087 -0.841977 0.908 0.151 -1.996 -0.3544
H 2.165083 1.332294 1.118934 1.316 0.529 0.501 0.3757
C -1.249733 -1.010020 0.547044 1.538 0.703 -0.308 -0.7018
```
Positions in Å, forces in eV/Å.



Largest force on an atom in eV/A, matching the order above: 6.38 2.97 5.16 5.54 6.52 5.43 0.54 2.83 2.26 4.94 0.92 2.20
ΔE to the lowest compared entry with this formula, charge and spin in eV, matching the order above: 5.0365 0.2628 1.5818 1.8492 0.1651 3.9186 3.1687 6.8702 2.1011 2.9705 1.6610 4.3684
Electronic energy in eV, matching the order above: -12717.6114 -12701.7534 -14766.9427 -16794.0083 -12151.3264 -6758.8317 -6759.5817 -6755.8801 -6760.6493 -6759.7799 -6761.0893 -6758.3820